{
  "formula": "C72H175N13O13",
  "method": "ωB97M-V/def2-TZVPD",
  "symbols": ["C", "C", "C", "O", "C", "N", "H", "H", "H", "H", "H", "H", "H", "H", "H", "H", "H", "C", "C", "C", "O", "C", "N", "H", "H", "H", "H", "H", "H", "H", "H", "H", "H", "H", "C", "C", "C", "O", "C", "N", "H", "H", "H", "H", "H", "H", "H", "H", "H", "H", "H", "C", "C", "C", "O", "C", "N", "H", "H", "H", "H", "H", "H", "H", "H", "H", "H", "H", "C", "C", "C", "O", "C", "N", "H", "H", "H", "H", "H", "H", "H", "H", "H", "H", "H", "C", "C", "C", "O", "C", "N", "H", "H", "H", "H", "H", "H", "H", "H", "H", "H", "H", "C", "C", "C", "O", "C", "N", "H", "H", "H", "H", "H", "H", "H", "H", "H", "H", "H", "C", "C", "C", "O", "C", "N", "H", "H", "H", "H", "H", "H", "H", "H", "H", "H", "H", "C", "C", "C", "O", "C", "N", "H", "H", "H", "H", "H", "H", "H", "H", "H", "H", "H", "C", "C", "C", "C", "C", "C", "N", "O", "C", "C", "C", "H", "H", "H", "H", "H", "H", "H", "H", "H", "H", "H", "H", "H", "H", "H", "H", "H", "H", "H", "C", "C", "C", "C", "C", "C", "N", "O", "C", "C", "C", "H", "H", "H", "H", "H", "H", "H", "H", "H", "H", "H", "H", "H", "H", "H", "H", "H", "H", "H", "C", "C", "C", "C", "C", "C", "N", "O", "C", "C", "C", "H", "H", "H", "H", "H", "H", "H", "H", "H", "H", "H", "H", "H", "H", "H", "H", "H", "H", "H", "C", "C", "C", "C", "C", "C", "N", "O", "C", "C", "C", "H", "H", "H", "H", "H", "H", "H", "H", "H", "H", "H", "H", "H", "H", "H", "H", "H", "H", "H"],
  "coordinates": [[-5.284015, 10.916853, -5.302956], [-5.785105, 9.504703, -5.102286], [-6.304115, 9.157843, -3.669376], [-7.010985, 7.872903, -3.723176], [-7.679235, 7.675773, -2.484956], [-6.837715, 9.488293, -6.114996], [-4.467785, 11.123073, -4.610616], [-6.051975, 11.684363, -5.206726], [-4.946835, 11.119063, -6.319576], [-5.058525, 8.749663, -5.402466], [-6.924205, 9.994293, -3.346976], [-5.567525, 8.966403, -2.889066], [-8.138215, 6.688963, -2.545256], [-8.476255, 8.401023, -2.321006], [-7.026415, 7.616523, -1.614076], [-6.497495, 9.841033, -6.998126], [-7.513435, 10.187743, -5.842456], [8.239425, -0.759287, 2.837094], [9.700815, -0.838867, 2.337884], [10.518475, -1.698867, 3.391404], [11.895755, -1.969237, 2.978854], [12.631675, -2.845177, 3.918584], [9.632865, -1.410247, 1.006014], [7.842885, -1.772697, 2.899144], [7.523855, -0.230487, 2.207464], [8.211535, -0.327627, 3.837594], [10.114315, 0.167863, 2.398094], [9.916365, -2.578647, 3.618424], [10.601135, -1.015237, 4.236334], [12.531365, -3.922067, 3.783114], [12.395685, -2.577267, 4.948444], [13.682685, -2.556367, 3.926054], [10.507235, -1.391007, 0.500844], [8.954715, -0.976407, 0.396104], [-2.608545, 2.441343, 0.547334], [-1.559135, 1.410563, 1.168554], [-0.546775, 0.732393, 0.308044], [-0.032665, -0.264317, 1.216564], [0.865315, -1.078467, 0.472354], [-0.852755, 2.142443, 2.229954], [-3.056855, 2.977543, 1.383754], [-3.418465, 1.907873, 0.049794], [-2.073845, 3.162723, -0.070586], [-2.198265, 0.665773, 1.642794], [0.252895, 1.419653, 0.031834], [-0.997515, 0.379163, -0.619406], [1.598365, -0.457587, -0.042666], [0.359265, -1.765557, -0.205816], [1.510085, -1.734877, 1.056724], [-1.494065, 2.216173, 3.006734], [-0.247525, 1.432173, 2.616374], [-6.224825, 0.512193, -5.491216], [-6.153455, 2.033573, -5.864656], [-5.566645, 2.348193, -7.297366], [-5.797365, 3.723013, -7.663006], [-5.355345, 3.849483, -8.951286], [-7.518485, 2.628133, -5.856506], [-5.222365, 0.125373, -5.308066], [-6.742125, -0.058087, -6.262756], [-6.860295, 0.364873, -4.617956], [-5.494005, 2.481323, -5.121196], [-6.054085, 1.589303, -7.909406], [-4.550085, 1.987093, -7.453356], [-5.894755, 3.216493, -9.655886], [-4.288215, 3.638953, -9.022006], [-5.455415, 4.842103, -9.390356], [-8.098105, 2.036263, -6.434286], [-8.049935, 2.486553, -5.009376], [-6.051485, 0.374383, 6.955944], [-5.698875, 1.764853, 7.398494], [-6.520395, 2.244083, 8.658854], [-6.132885, 3.611653, 8.979664], [-6.886025, 4.039993, 10.116554], [-4.265005, 1.710823, 7.687414], [-7.115385, 0.189083, 6.807994], [-5.573325, -0.413527, 7.537874], [-5.540275, 0.211543, 6.007134], [-6.021125, 2.580333, 6.751004], [-6.353845, 1.607503, 9.527844], [-7.599585, 2.170843, 8.524354], [-6.807705, 3.320883, 10.931934], [-7.958475, 4.206493, 10.015414], [-6.380605, 4.943683, 10.457144], [-4.256415, 2.551133, 8.247694], [-3.960165, 0.887683, 8.187034], [1.806055, -1.773207, 7.656334], [1.663655, -1.771297, 9.167494], [0.769145, -2.959287, 9.658384], [-0.536975, -2.839687, 9.276844], [-1.236895, -4.061487, 9.583784], [2.921805, -1.690407, 9.858884], [2.505315, -1.048147, 7.239884], [0.905475, -1.565917, 7.078344], [2.156995, -2.755797, 7.340974], [1.028295, -0.911877, 9.381504], [0.949285, -3.067387, 10.727954], [1.185685, -3.780337, 9.074894], [-1.361905, -4.241477, 10.651524], [-0.819785, -4.954867, 9.119044], [-2.251855, -3.945417, 9.203664], [3.586295, -0.994807, 9.551144], [3.418765, -2.542007, 9.640004], [-3.606125, 9.775813, 8.142364], [-3.010515, 8.622173, 7.262664], [-1.960415, 7.947483, 8.178224], [-1.329635, 6.860373, 7.532384], [-0.455145, 6.248563, 8.483704], [-4.062085, 7.688273, 6.971604], [-2.838125, 10.321503, 8.690554], [-4.209985, 9.348733, 8.943014], [-4.139305, 10.512993, 7.542034], [-2.566485, 8.848163, 6.293204], [-2.426655, 7.590543, 9.096544], [-1.145895, 8.650393, 8.353084], [-0.163775, 5.330153, 7.974084], [-0.995395, 5.950763, 9.382344], [0.376335, 6.906413, 8.736624], [-4.314895, 7.217463, 7.828654], [-3.669215, 7.018613, 6.325604], [0.468435, 4.826893, -6.440086], [1.908205, 4.270563, -6.591736], [2.418985, 4.282633, -8.055906], [1.532475, 3.427003, -8.773526], [1.813565, 3.638793, -10.221606], [2.763335, 5.063613, -5.698506], [-0.202125, 4.224643, -7.053056], [0.398395, 5.839873, -6.836376], [0.098625, 4.697813, -5.422896], [1.886765, 3.209583, -6.342816], [3.380125, 3.797053, -8.224796], [2.448455, 5.275773, -8.504126], [1.232775, 2.944723, -10.829106], [2.825905, 3.437333, -10.571866], [1.459355, 4.643023, -10.454286], [2.474425, 5.089983, -4.731066], [2.494725, 6.014923, -5.905766], [-14.151985, 0.683283, 0.503904], [-12.715365, 0.877113, -0.152326], [-11.560395, 0.453693, 0.843854], [-11.440305, 1.197723, 2.056084], [-11.091535, 2.500033, 1.936974], [-12.527715, 0.303913, -1.463606], [-14.525375, -0.319607, 0.710994], [-14.958315, 1.238403, 0.024554], [-14.106695, 1.078723, 1.518634], [-12.585555, 1.954723, -0.252276], [-10.574445, 0.389783, 0.383524], [-11.806755, -0.551697, 1.185314], [-10.857565, 2.936063, 2.908184], [-11.853825, 3.189443, 1.574044], [-10.262855, 2.671053, 1.249844], [-13.010205, 0.891893, -2.128106], [-12.860955, -0.635457, -1.626836], [-0.398615, -3.988887, -9.199336], [0.671635, -4.448627, -8.206376], [0.253885, -4.429957, -6.721246], [-0.725975, -5.589137, -6.349926], [-0.102655, -6.902697, -6.735956], [0.491165, -7.094697, -8.148166], [1.163135, -5.830647, -8.560546], [1.794915, -5.923337, -9.817456], [1.510945, -8.194277, -7.987186], [-0.620035, -7.498117, -9.206336], [1.939165, -3.470707, -8.354256], [-0.005775, -4.009587, -10.215876], [-0.759835, -2.998277, -8.923046], [-1.223815, -4.686357, -9.343086], [1.157055, -4.275447, -6.130916], [-0.366285, -3.567177, -6.478186], [-1.620625, -5.461717, -6.959406], [-0.918915, -5.479177, -5.282786], [-0.877535, -7.659227, -6.612306], [0.656975, -7.194357, -6.010706], [1.138285, -9.101337, -7.511306], [1.882085, -8.517027, -8.959906], [2.374015, -7.816567, -7.438956], [-0.951425, -8.393677, -8.680716], [-1.348625, -6.703107, -9.365136], [-0.208455, -7.983437, -10.091306], [1.922055, -2.515207, -7.830016], [2.150055, -3.327577, -9.414036], [2.816085, -3.993277, -7.972116], [2.703575, -5.720187, -9.583676], [7.165355, -6.056117, -3.116946], [8.044945, -7.251817, -3.046226], [8.668715, -7.398077, -4.457706], [9.836015, -8.349177, -4.626966], [10.877585, -8.042657, -3.513276], [10.270815, -7.993497, -2.060226], [9.147965, -7.109007, -2.063106], [8.734885, -6.527287, -0.846246], [10.012805, -9.354547, -1.511066], [11.377035, -7.254467, -1.283926], [7.216035, -8.503657, -2.667436], [6.521485, -6.146437, -2.242096], [6.567845, -6.144627, -4.024276], [7.693715, -5.107217, -3.024486], [7.980445, -7.819597, -5.190316], [8.914045, -6.424557, -4.882166], [10.292905, -8.303567, -5.615536], [9.485255, -9.364087, -4.439826], [11.286045, -7.078777, -3.816906], [11.756975, -8.672687, -3.646756], [9.333065, -9.347797, -0.659006], [9.467255, -9.990077, -2.208626], [10.875585, -9.862077, -1.079666], [12.326515, -7.789817, -1.284406], [11.440765, -6.238517, -1.673656], [11.208285, -7.134037, -0.213816], [7.064145, -8.539997, -1.588686], [7.718465, -9.372067, -3.093496], [6.224005, -8.600867, -3.108496], [8.989695, -5.618777, -1.023086], [0.689315, 9.563993, 1.374974], [1.941195, 9.635323, 0.416264], [2.719395, 10.934543, 0.589584], [3.711455, 10.932273, 1.768034], [4.655565, 9.750023, 1.671954], [3.884705, 8.362653, 1.624384], [2.843325, 8.462713, 0.580894], [2.196435, 7.215133, 0.405564], [4.852295, 7.235313, 1.279144], [3.194435, 8.078083, 3.032014], [1.422585, 9.658063, -0.982896], [0.873885, 10.225603, 2.221324], [0.479755, 8.526603, 1.635744], [-0.161315, 10.050893, 0.898064], [3.148385, 11.279653, -0.351136], [2.063935, 11.739583, 0.921854], [3.098875, 10.998453, 2.667184], [4.476185, 11.703843, 1.857344], [5.300475, 9.839513, 2.546124], [5.362675, 9.857353, 0.849404], [5.656735, 7.233133, 2.014654], [4.297815, 6.298333, 1.331194], [5.300945, 7.474633, 0.315014], [2.361095, 8.746213, 3.249394], [2.790185, 7.066053, 3.010254], [3.811205, 8.158493, 3.927134], [2.302335, 9.445903, -1.590456], [0.958745, 10.619893, -1.201586], [0.772795, 8.832093, -1.272126], [1.639195, 7.082663, 1.175974], [-1.192475, -7.176457, 3.820524], [-1.775245, -8.589467, 3.534234], [-1.618605, -8.817107, 2.001314], [-0.160495, -9.084037, 1.417994], [0.501605, -10.170297, 2.223384], [0.456725, -9.907447, 3.774534], [-0.994155, -9.660707, 4.168964], [-1.171235, -9.769537, 5.555164], [0.810335, -11.263677, 4.322624], [1.494565, -8.784997, 4.150154], [-3.269985, -8.646427, 3.982674], [-0.776715, -7.176887, 4.828124], [-0.335795, -6.843757, 3.234434], [-1.846485, -6.310447, 3.718414], [-2.127175, -9.775837, 1.899784], [-2.125615, -8.111917, 1.342724], [-0.375325, -9.358647, 0.385264], [0.522555, -8.238857, 1.333034], [1.547095, -10.125307, 1.918384], [0.185825, -11.130437, 1.815284], [0.846835, -11.197087, 5.409974], [1.793395, -11.598787, 3.991894], [0.129635, -12.076097, 4.068214], [2.491705, -9.217387, 4.067364], [1.332525, -8.515727, 5.193864], [1.479465, -7.890647, 3.527254], [-3.847705, -7.870927, 3.479744], [-3.648425, -9.654637, 3.814104], [-3.484835, -8.380527, 5.017684], [-1.549715, -10.651647, 5.570344]],
  "forces_ev_per_a": [[1.6, 0.6, 1.3], [-0.4, 0.4, -0.7], [-0.4, -1.3, -1.3], [0.1, 1.8, 0.6], [-0.3, -1.0, -0.6], [-1.6, -1.4, 0.1], [0.2, 0.5, 0.0], [-0.3, -0.2, 0.6], [0.4, -0.6, 0.0], [0.2, 0.1, 0.1], [-0.6, -0.1, 0.2], [0.7, 0.7, -0.3], [-0.1, 0.0, -0.1], [0.0, 0.2, 0.0], [0.4, 0.4, 0.0], [0.4, -0.2, 0.0], [-0.4, 0.0, 0.1], [0.4, -0.5, 0.6], [-0.5, -0.4, 0.5], [0.5, 1.0, -1.2], [-0.5, -1.3, 0.8], [-0.4, 1.7, 0.0], [0.6, -0.5, -0.3], [0.0, -0.1, 0.1], [0.5, 0.3, -0.2], [-0.1, 0.1, 0.0], [0.3, 0.2, -0.3], [0.4, -0.3, 0.1], [-0.3, -0.3, 0.5], [-0.3, 0.1, -0.4], [-0.7, -0.2, 0.1], [0.1, -0.1, -0.9], [0.2, -0.1, 0.2], [-0.2, 0.2, 0.3], [1.4, -1.1, 0.5], [-2.3, 2.2, 0.4], [-0.4, 0.3, 0.9], [0.6, -0.7, -1.7], [0.7, -0.3, 0.2], [0.2, -0.6, 0.3], [0.1, 0.0, 0.0], [0.2, 0.2, -0.4], [-0.3, 0.0, -0.2], [0.1, -0.6, -0.2], [0.2, 0.1, 0.0], [0.0, -0.7, 0.1], [-0.2, 0.2, -0.5], [-0.3, 0.3, -0.3], [-0.4, 0.2, 0.9], [-0.4, 0.6, 0.1], [0.8, 0.0, 0.1], [0.2, 0.9, -0.7], [-0.5, -0.2, -0.2], [-1.2, -0.7, 1.6], [0.1, -1.8, 1.1], [0.7, 0.6, -1.9], [0.1, -0.2, -0.1], [-0.1, -0.3, 0.0], [0.3, -0.1, -0.3], [0.3, 0.3, 0.3], [-0.4, 0.5, 0.1], [-0.9, 0.5, -0.9], [0.7, 0.7, 0.6], [-0.1, -0.5, 0.0], [0.3, -0.3, -0.1], [-0.3, 0.4, 0.7], [0.1, 0.0, -1.0], [0.7, 0.2, 0.9], [-0.3, -0.3, -1.3], [-1.0, -0.8, 2.3], [0.6, -0.1, -0.1], [-1.3, -1.3, 0.1], [1.2, 0.2, 0.5], [-0.7, 2.1, -0.7], [0.0, -0.1, 0.1], [-0.4, 0.2, 0.7], [-0.3, 0.1, -0.4], [0.8, -0.3, -1.0], [0.5, -0.1, 0.3], [-0.2, 0.3, -0.6], [0.2, -0.3, 0.1], [0.0, 0.1, -0.8], [-0.3, 0.2, 0.0], [1.6, 0.0, 0.6], [-0.4, 0.1, 0.3], [0.0, -0.5, -0.9], [-2.0, 1.3, -0.7], [3.1, 0.5, -0.9], [-1.6, -0.7, 0.3], [-0.8, 0.8, -0.3], [0.4, -1.1, 0.7], [0.3, 0.2, 0.5], [-0.4, -0.2, 0.4], [0.1, -0.2, -0.2], [0.3, 0.5, 0.4], [-0.3, -0.2, 0.2], [0.3, -0.9, 0.5], [0.4, 0.2, 0.2], [0.4, 0.1, -0.1], [0.1, 0.1, -0.2], [-0.6, 0.6, -0.3], [0.2, -0.5, 0.3], [0.9, 0.0, -0.8], [0.1, -0.2, 2.2], [0.6, 0.6, -1.6], [-0.1, -0.3, 0.7], [-0.6, -0.6, -1.3], [-0.5, -0.1, -0.6], [0.3, 0.1, -0.2], [-0.4, -0.1, -0.3], [-0.3, -0.2, 0.1], [0.2, 0.8, 0.3], [-0.1, 0.2, 0.3], [-0.1, 0.5, 0.7], [0.6, 0.1, 0.3], [-0.1, 0.1, 0.2], [0.2, -0.1, 0.0], [-0.2, -0.3, 0.0], [-0.3, -0.5, 0.1], [0.0, -1.3, -1.2], [-0.7, 0.6, 0.3], [-0.5, -0.8, 0.5], [0.4, 0.5, -2.6], [-1.4, -0.5, 1.1], [0.6, 0.4, -0.5], [-0.2, 0.0, -0.2], [0.0, 0.2, 0.4], [0.3, 0.4, 0.1], [0.2, 0.0, 0.4], [0.6, 0.5, 0.8], [-0.1, 0.3, 0.1], [-0.4, -0.1, 0.5], [0.4, 0.4, 0.7], [0.4, 0.1, -0.2], [-0.2, -1.1, 0.3], [0.5, 0.6, -0.6], [0.9, 0.4, 0.7], [-0.5, -0.1, 1.7], [-0.9, -0.5, 0.1], [-1.1, -1.7, -0.1], [0.5, 2.3, -0.3], [0.2, 0.4, -0.5], [0.5, -0.4, -0.7], [0.2, 0.0, -0.4], [0.2, 0.4, 0.1], [-0.1, 0.1, -0.3], [-0.1, 0.3, -0.5], [0.1, -0.2, 0.1], [0.3, -0.4, 0.2], [-0.7, -0.2, -0.3], [0.5, -0.2, 0.0], [0.1, -0.1, -0.2], [-0.1, -0.1, 0.5], [-0.1, -0.3, -0.2], [1.1, 0.1, -0.7], [-1.3, -0.1, -0.5], [1.9, 0.9, -0.9], [-0.4, -0.8, 0.5], [-0.8, 1.8, -1.2], [0.4, 0.2, 2.2], [-0.5, 0.2, 0.0], [0.8, -0.4, -1.0], [1.4, -1.2, 1.8], [-0.4, -1.4, -0.3], [0.5, 0.5, 0.1], [-0.1, 0.0, -0.2], [-0.3, 0.1, 0.8], [0.0, -0.8, 0.3], [0.3, 0.6, -0.5], [-0.3, 0.3, 0.3], [-0.4, -0.4, -0.1], [0.0, -0.3, -0.1], [0.2, 0.3, 0.0], [-0.3, 0.2, 0.2], [0.1, 0.0, -0.1], [-0.1, 0.0, 0.2], [-1.3, 0.1, -0.1], [0.0, -0.5, -0.1], [0.2, 0.9, -0.4], [-0.6, 0.0, -0.1], [-0.2, 0.3, 0.0], [0.0, -0.2, 0.3], [0.2, -0.1, -0.2], [-0.7, 0.2, 1.2], [1.1, -1.6, -0.3], [0.1, -0.6, -1.0], [0.7, -0.2, 2.2], [-0.7, 0.3, -1.3], [2.2, 1.0, -0.3], [-1.0, 1.4, -2.4], [0.1, -0.7, -0.2], [-0.8, -1.4, 1.0], [0.0, -0.1, 1.0], [-0.2, -0.1, -0.7], [-0.4, 0.5, -0.1], [0.0, 0.4, 0.1], [0.1, 0.0, -0.4], [-1.0, 0.3, 0.3], [0.2, 0.3, 0.4], [-0.1, 0.0, 0.0], [-0.1, -0.2, -0.4], [-0.1, 0.5, 0.6], [-0.2, -0.6, 0.7], [-0.1, 0.6, 0.2], [0.5, -0.2, -0.2], [0.3, 0.0, -0.6], [0.1, 0.1, -0.6], [0.4, -0.1, -0.2], [-0.6, -0.1, 0.1], [0.3, -0.2, 0.0], [0.1, -0.2, 0.7], [-0.2, 0.7, -0.2], [-0.1, 0.3, 0.5], [1.0, 1.0, -0.3], [-1.0, -0.8, 1.4], [0.7, 1.3, 1.2], [0.6, -0.7, -0.9], [-0.9, -1.4, 0.9], [-0.3, 1.4, 1.4], [1.0, 0.2, -0.7], [0.1, 0.7, -0.4], [-0.3, 0.7, 0.4], [0.1, 0.1, -0.6], [0.5, -0.9, -1.3], [0.0, -0.6, 0.6], [-0.3, 0.3, 0.2], [-0.1, -0.4, -0.2], [0.3, -0.3, 0.0], [-0.7, -0.1, -0.6], [0.3, -0.5, 0.3], [-0.8, 1.1, -0.5], [0.0, -0.7, 0.3], [-0.4, 0.0, -0.5], [0.0, -0.1, 0.1], [0.4, -0.1, -0.4], [-0.2, -0.5, -0.2], [0.0, 0.1, -0.3], [0.0, -0.1, 0.1], [0.5, -0.1, -0.3], [0.1, 0.6, -0.5], [0.0, -0.1, -0.2], [-0.4, 0.1, 0.5], [-0.3, -0.2, 0.4], [0.6, 0.4, 0.9], [0.8, 1.9, -0.4], [0.6, -1.2, 0.0], [-1.8, 0.6, 0.6], [0.7, 1.0, -0.5], [-1.2, -0.1, -1.9], [0.9, -0.5, -1.8], [0.0, 0.3, 0.1], [0.8, -0.3, 1.5], [-0.5, -1.1, 0.2], [0.7, 0.1, -0.1], [-0.3, 0.2, 0.3], [0.0, -0.7, -0.5], [-0.6, -0.4, 0.1], [-0.1, -0.2, -0.6], [-0.2, 0.3, 0.5], [0.3, -0.3, -0.1], [-0.4, 0.5, 0.3], [0.4, -0.2, 0.3], [-0.5, -0.3, 0.9], [0.1, -0.2, 0.2], [0.1, 0.2, -0.1], [-0.3, 0.4, -0.2], [0.1, 0.0, 0.0], [0.1, 0.2, 0.0], [-0.3, -0.2, 0.0], [0.0, -0.3, -0.7], [-0.2, 0.1, -0.2], [0.7, -0.3, 0.3], [-0.1, 0.0, 0.6]],
  "mulliken_charge": [-1.470, 0.399, -0.755, -0.247, -0.768, -0.725, 0.329, 0.391, 0.430, 0.295, 0.328, 0.400, 0.248, 0.308, 0.306, 0.264, 0.267, -1.395, 0.407, -0.639, -0.340, -0.749, -0.591, 0.383, 0.370, 0.343, 0.184, 0.341, 0.362, 0.272, 0.309, 0.294, 0.221, 0.232, -1.320, 0.387, -0.607, -0.294, -0.775, -0.793, 0.337, 0.354, 0.302, 0.288, 0.359, 0.368, 0.306, 0.282, 0.275, 0.241, 0.292, -1.377, 0.295, -0.860, -0.234, -0.783, -0.648, 0.348, 0.364, 0.367, 0.341, 0.342, 0.472, 0.319, 0.288, 0.276, 0.238, 0.254, -1.403, 0.477, -0.914, -0.245, -0.798, -0.668, 0.363, 0.333, 0.358, 0.258, 0.391, 0.431, 0.323, 0.313, 0.248, 0.297, 0.234, -1.360, 0.418, -0.625, -0.245, -0.730, -0.705, 0.370, 0.335, 0.294, 0.254, 0.346, 0.268, 0.306, 0.313, 0.247, 0.273, 0.242, -1.266, 0.057, -0.687, -0.290, -0.744, -0.651, 0.355, 0.323, 0.324, 0.439, 0.377, 0.355, 0.254, 0.328, 0.293, 0.213, 0.320, -1.393, 0.385, -0.687, -0.310, -0.754, -0.761, 0.316, 0.359, 0.390, 0.272, 0.369, 0.350, 0.272, 0.293, 0.316, 0.282, 0.300, -1.322, 0.454, -0.775, -0.348, -0.743, -0.616, 0.344, 0.357, 0.338, 0.228, 0.414, 0.283, 0.282, 0.264, 0.337, 0.261, 0.242, -1.679, 1.484, -1.157, -0.764, -1.061, 1.161, 0.442, -0.492, -2.047, -1.373, -1.933, 0.360, 0.422, 0.309, 0.409, 0.411, 0.335, 0.379, 0.405, 0.500, 0.383, 0.423, 0.456, 0.425, 0.291, 0.334, 0.349, 0.422, 0.455, 0.352, -2.012, 1.727, -1.242, -0.804, -1.204, 1.605, 0.466, -0.463, -1.771, -2.018, -1.778, 0.428, 0.411, 0.429, 0.368, 0.455, 0.419, 0.304, 0.443, 0.451, 0.384, 0.283, 0.414, 0.434, 0.442, 0.406, 0.343, 0.329, 0.408, 0.339, -1.524, 1.806, -1.284, -0.604, -1.109, 1.331, 0.059, -0.404, -1.881, -1.575, -2.144, 0.388, 0.153, 0.472, 0.448, 0.431, 0.256, 0.380, 0.471, 0.372, 0.387, 0.375, 0.429, 0.349, 0.435, 0.335, 0.548, 0.430, 0.340, 0.328, -1.659, 1.550, -1.083, -0.668, -1.198, 1.715, 0.230, -0.452, -2.097, -1.706, -1.921, 0.356, 0.238, 0.395, 0.397, 0.357, 0.397, 0.339, 0.359, 0.441, 0.477, 0.435, 0.411, 0.445, 0.368, 0.288, 0.416, 0.417, 0.388, 0.363],
  "homo_energy_ev": -7.89,
  "homo_lumo_gap_ev": 8.18,
  "relative_energy_kcal_mol": 220.6,
  "charge": 0
}